DFT (wB97M-V/def2-TZVPD) results for a molecular structure, C47H58IIrN4O4Se in a non-equilibrium geometry.

Its total charge is +1. Its expectation value of S² is 8.8229. The spin multiplicity is 6. As for the energy above the lowest of the compared OMol25 structures with the same formula, charge and spin: 26.4 kcal per mole. The lowest unoccupied orbital energy (spin up / spin down) is -2.2 / -4.9 eV. The HOMO energy (spin up / spin down) comes out at -9.422 / -9.300 eV. For the HOMO-LUMO gap (spin up / spin down), the calculation gives 7.2 / 4.4 eV.

Last column: Mulliken charge in e.
CARTESIAN COORDINATES (ANGSTROEM)
Ir 1.330 -0.364 0.622  2.901
I 3.147 -0.869 2.708  0.147
Se -0.868 0.970 -0.540  -0.225
O 1.945 0.917 -1.133  -0.727
O 3.391 -3.246 -4.119  -0.445
O 1.248 1.705 1.596  -0.703
O -0.404 -0.673 2.029  -0.995
N 3.005 -1.659 -0.442  -0.139
N 0.245 -2.223 -0.324  1.203
N 2.240 1.196 -4.624  -0.663
N -0.543 -5.904 -2.055  -0.466
C 4.044 -5.047 1.821  -0.648
C -1.561 5.963 -2.242  -2.070
C 3.836 -3.829 2.445  -0.667
C 1.928 3.694 3.746  -1.579
C -3.642 -2.141 1.497  -0.495
C -0.287 -4.709 -1.494  0.859
C 0.085 -4.595 -0.143  -1.637
C -2.165 -4.123 3.136  -1.347
C -0.223 5.044 -0.296  -0.287
C 1.269 2.750 -3.059  -0.174
C 3.498 -2.720 1.693  0.282
C -0.873 -2.253 4.146  -1.931
C 3.613 3.373 1.907  -1.572
C -0.377 -3.513 -2.228  -1.599
C 1.949 1.470 -3.392  0.312
C -4.035 -1.542 0.302  -0.549
C -4.629 -2.579 -1.850  -1.542
C -1.589 -0.866 1.620  0.914
C 0.755 2.746 1.094  1.288
C -0.816 3.797 -0.488  -0.118
C 0.782 5.136 0.679  -0.376
C 2.411 4.205 2.380  2.096
C -0.101 -2.319 -1.607  -0.672
C -5.205 -2.028 -0.532  2.039
C 0.781 6.700 -1.827  -1.401
C 1.285 4.067 1.374  -0.471
C -3.325 -2.338 4.465  -1.795
C 3.575 -4.024 -0.303  -0.039
C 2.867 5.657 2.555  -2.265
C -2.081 -0.153 0.481  -0.461
C 3.906 -5.135 0.446  -1.033
C -5.986 -3.156 0.147  -2.120
C -6.173 -0.871 -0.819  -1.732
C -2.192 -2.617 3.462  2.002
C -0.530 6.256 -1.150  1.816
C -2.481 -1.840 2.183  0.267
C 4.083 -2.057 -4.462  -1.017
C 0.323 -3.350 0.384  -0.640
C 3.037 -0.593 -2.636  0.412
C 3.381 -2.773 0.301  -0.145
C 3.428 -1.551 -1.660  -1.100
C 2.285 0.575 -2.302  -0.388
C -3.242 -0.497 -0.169  -0.045
C 3.363 -0.813 -3.999  1.111
C -0.357 2.690 0.195  -0.438
C 2.897 0.078 -4.938  -1.160
C -1.050 7.406 -0.274  -1.737
H -4.299 -2.599 4.060  0.300
H 0.175 -5.475 0.477  0.562
H 3.949 3.704 0.927  0.329
H 0.576 7.516 -2.516  0.467
H -2.507 5.642 -1.815  0.405
H 4.175 -2.268 -2.003  0.922
H 4.232 -1.998 -5.547  0.408
H 0.589 -3.237 1.426  0.616
H -1.631 3.673 -1.186  0.488
H 4.318 -5.909 2.406  0.428
H -5.349 -4.018 0.334  0.408
H 1.512 7.048 -1.101  0.373
H -1.837 -4.679 4.011  0.520
H 3.671 5.689 3.287  0.446
H 1.788 3.222 -2.227  0.089
H -0.845 -5.968 -3.010  0.202
H -3.166 -2.926 5.366  0.479
H -0.663 -3.532 -3.269  0.529
H 2.597 -3.297 -4.660  0.304
H -4.099 -1.811 -2.407  0.328
H -1.739 6.869 -2.816  0.455
H -0.016 -2.554 3.550  0.236
H -0.168 -1.386 -2.153  0.441
H -3.517 0.049 -1.060  0.449
H -6.525 -0.438 0.115  0.389
H -1.227 8.286 -0.889  0.480
H -0.814 -2.765 5.105  0.554
H -1.985 7.121 0.201  0.402
H -0.335 7.671 0.500  0.296
H -3.336 -1.285 4.737  0.431
H -5.432 -2.966 -2.474  0.474
H 3.446 -4.121 -1.371  0.612
H -1.476 -4.329 2.318  -0.005
H 1.222 5.879 -2.388  0.211
H -7.035 -1.234 -1.373  0.477
H 3.037 -0.091 -5.996  0.341
H -4.266 -2.913 1.910  0.544
H 4.063 -6.077 -0.052  0.446
H -0.807 -1.183 4.321  0.366
H 1.256 3.400 -3.927  0.499
H 5.071 -2.136 -3.997  0.381
H -6.421 -2.820 1.085  0.422
H 3.940 -3.736 3.514  0.487
H 2.055 6.281 2.921  0.418
H 3.254 6.070 1.626  0.424
H 3.358 2.320 1.846  0.129
H 1.608 2.658 3.681  0.159
H -5.704 -0.085 -1.404  0.312
H 0.247 2.555 -2.727  -0.034
H 1.093 4.299 4.094  0.366
H -1.198 5.201 -2.928  0.338
H -6.797 -3.482 -0.501  0.453
H -3.933 -3.391 -1.640  0.313
H 4.434 3.489 2.610  0.504
H -0.522 -6.740 -1.499  0.199
H -3.149 -4.491 2.858  0.365
H 2.734 3.764 4.474  0.466
H 1.199 6.110 0.867  0.556



DFT (wB97M-V/def2-TZVPD) results for a molecular structure, C47H59BBr4N10O5SSn.

Its total charge is 0. As for the energy above the lowest of the compared OMol25 structures with the same formula, charge and spin: 0.0 kcal per mole. The lowest unoccupied orbital energy is -0.8 eV. The HOMO energy comes out at -7.112 eV. For the HOMO-LUMO gap, the calculation gives 6.3 eV.

Last column: Mulliken charge in e.
CARTESIAN COORDINATES (ANGSTROEM)
Sn 0.145 -0.845 -0.233  2.029
Br -6.874 -0.060 0.187  -0.137
Br -3.383 -3.895 -2.246  -0.091
Br -6.481 -2.812 -1.621  -0.039
Br -4.205 1.365 1.554  -0.146
S -1.941 3.777 -0.025  1.152
O -7.347 -0.127 -3.597  -0.496
O -1.350 -2.039 -1.063  -1.179
O -1.658 0.082 0.487  0.100
O -0.444 3.902 0.061  -0.841
O -6.483 -0.890 -5.488  -0.578
N 2.512 -3.785 -1.052  -0.166
N 0.398 -2.923 1.947  -0.518
N 1.341 2.456 3.846  0.025
N 3.344 -1.368 1.367  0.692
N 3.452 -2.683 1.074  -0.426
N 1.587 1.101 -1.964  1.221
N 0.909 -3.494 0.816  1.560
N 1.949 -2.877 -1.885  0.541
N -1.048 0.768 -2.574  1.045
N 0.522 0.775 2.217  1.287
C -0.624 1.515 2.714  0.885
C 5.454 -2.056 1.780  -1.455
C -6.300 -0.426 -4.398  0.363
C -2.371 0.510 -3.000  -0.740
C 0.960 2.062 -2.641  0.487
C -1.691 -3.121 3.282  0.375
C -4.941 -0.098 -3.863  0.299
C 0.012 -4.358 0.290  -0.512
C 2.985 3.292 -2.903  -0.922
C 0.128 -3.339 -4.620  -1.499
C 4.705 -3.111 1.315  -0.677
C -2.578 -1.690 -0.734  -0.740
C -2.316 6.152 1.099  -0.561
C -1.110 -4.356 1.075  -1.487
C -4.717 1.031 -3.085  -0.693
C -3.873 -0.925 -4.201  -0.898
C 1.756 1.083 4.314  -1.083
C -0.475 1.837 -2.930  -0.776
C 2.749 -4.609 -3.082  -1.563
C 1.364 -1.200 -4.160  -1.082
C -2.602 -0.647 -3.741  -0.341
C 2.890 1.203 -1.756  -1.169
C -3.430 1.349 -2.676  0.649
C 1.492 -2.706 -4.324  0.518
C -2.466 5.140 -1.141  -0.861
C -2.577 4.687 1.411  -0.680
C 1.431 1.672 1.520  1.224
C -2.744 -0.529 0.073  -0.701
C 3.638 2.283 -2.214  -1.070
C 5.652 0.418 3.560  -1.904
C -2.045 -1.630 3.420  -0.703
C 5.412 1.311 1.221  -1.673
C 2.089 -3.366 -3.113  -0.025
C -1.051 -3.651 4.568  -1.680
C 2.992 -4.831 -1.748  -0.365
C -4.025 -0.118 0.384  0.392
C 1.193 0.062 3.293  0.996
C -0.158 2.534 3.784  -1.151
C 1.927 2.766 2.491  -1.241
C -2.896 6.348 -0.298  -0.669
C -0.819 -3.440 2.098  0.410
C -5.152 -0.783 -0.114  0.170
C 1.620 3.183 -3.124  -0.800
C -3.699 -2.385 -1.166  0.142
C -4.991 -1.924 -0.882  0.261
C 4.796 0.414 2.295  3.442
C 4.547 -0.986 1.805  -0.138
B 2.419 -3.692 0.485  0.007
H -0.873 -4.725 4.507  0.434
H 3.346 0.381 -1.210  0.946
H 4.704 2.323 -2.036  0.555
H -1.777 -1.318 -3.942  0.205
H -1.568 5.320 -1.731  0.393
H -0.528 2.307 4.783  0.275
H 0.899 2.139 0.690  -0.574
H -0.538 -3.194 -3.766  0.137
H 4.971 -4.141 1.150  0.466
H -1.691 -3.454 5.431  0.385
H 0.741 -0.957 -3.300  -0.427
H 2.844 1.082 4.371  0.331
H 1.078 3.943 -3.672  0.530
H -0.411 3.564 3.536  0.396
H 1.983 -0.553 2.862  -0.445
H -2.774 6.815 1.834  0.427
H 0.905 -0.755 -5.047  0.428
H 5.632 2.309 1.612  0.431
H 6.347 0.880 0.857  0.460
H -3.642 4.459 1.497  0.393
H 2.158 -2.906 -5.169  0.490
H 2.778 -4.766 0.912  -0.234
H 3.000 -5.245 -3.915  0.498
H -1.090 2.019 1.873  -1.410
H 1.573 3.759 2.213  0.304
H 5.766 1.433 3.954  0.392
H -3.259 4.787 -1.800  0.334
H 3.533 4.149 -3.274  0.438
H -5.540 1.688 -2.826  0.481
H 0.220 -4.413 -4.787  0.482
H 3.815 0.818 2.548  -1.859
H -0.087 -3.163 4.730  0.268
H -3.102 -1.491 3.655  0.510
H -4.060 -1.805 -4.802  0.441
H -3.236 2.228 -2.080  -0.036
H -0.979 2.584 -3.554  0.402
H -1.355 0.825 3.127  0.302
H -2.025 -4.904 0.920  0.468
H -7.053 -0.025 -2.679  0.306
H 0.481 -0.612 3.765  -0.038
H 1.680 3.144 4.511  0.329
H 2.260 1.082 1.128  0.121
H 4.740 1.417 0.370  0.228
H 5.216 -0.215 4.335  0.447
H -0.330 -2.891 -5.506  0.416
H -2.061 4.298 2.287  -0.035
H 1.348 0.961 5.316  0.345
H 2.339 -0.737 -4.001  0.464
H -2.582 7.284 -0.758  0.337
H 3.459 -5.658 -1.237  0.487
H 0.235 -4.899 -0.615  0.451
H -2.619 -3.674 3.121  0.581
H -1.239 6.334 1.097  0.245
H -1.475 -1.173 4.236  0.443
H 3.010 2.785 2.607  0.263
H 6.489 -2.069 2.077  0.463
H 6.653 0.037 3.352  0.432
H -1.833 -1.078 2.504  -0.397
H -3.986 6.368 -0.229  0.303